No. 1
177
Properties=species:S:1:pos:R:3 method="wB97M-V/def2-TZVPD" homo_energy_ev=-10.74 de_lowest_kcal_mol=0.00 lumo_energy_ev=-4.23 total_charge=+1
C -3.813 4.737 -5.904
C -2.887 3.450 -5.883
O -3.734 2.288 -5.713
C -3.381 1.605 -4.510
C -3.858 2.411 -3.242
C -3.286 1.808 -1.887
C -1.730 2.106 -1.698
C -1.419 2.854 -0.350
N -0.530 2.162 0.616
C -0.851 1.076 1.263
N -2.150 0.545 0.912
C -3.173 0.630 1.889
O -3.918 -0.196 2.246
F -3.249 1.852 2.536
C -2.167 -0.574 0.057
O -3.068 -1.267 -0.229
F -0.970 -0.840 -0.584
C 0.233 0.676 2.305
C -0.462 1.004 3.744
C -1.319 -0.177 4.337
O -2.260 0.362 5.289
C -3.460 -0.322 5.290
O -4.446 0.259 5.636
C 0.764 -0.796 2.485
C 1.953 -1.294 1.568
C 1.536 -2.185 0.330
O 2.965 -2.058 2.283
C 2.400 -3.187 2.959
C 3.173 -4.523 2.767
C 2.578 -5.471 1.808
C 3.125 -6.782 1.535
C 4.332 -7.186 2.250
C 4.944 -6.247 3.197
C 4.374 -4.922 3.468
C 1.194 1.928 2.178
O 2.561 1.772 2.529
C 0.800 2.812 0.894
C 1.991 2.599 -0.089
C 1.887 3.285 -1.499
C 1.350 4.793 -1.450
O 1.233 2.474 -2.494
H -3.279 5.517 -6.515
H -4.849 4.515 -6.344
H -3.973 5.187 -4.888
H -2.157 3.571 -5.044
H -2.302 3.284 -6.818
H -2.267 1.455 -4.397
H -3.917 0.620 -4.491
H -4.979 2.320 -3.149
H -3.644 3.510 -3.279
H -3.518 0.707 -1.921
H -3.925 2.236 -1.072
H -1.148 1.173 -1.881
H -1.468 2.799 -2.546
H -2.407 2.989 0.183
H -1.060 3.906 -0.516
H 0.407 1.147 4.446
H -1.057 1.939 3.615
H -0.589 -0.862 4.861
H -1.799 -0.824 3.547
H -3.561 -1.402 4.983
H 1.154 -0.875 3.539
H -0.098 -1.495 2.297
H 2.497 -0.401 1.152
H 1.766 -1.608 -0.611
H 0.479 -2.554 0.347
H 2.175 -3.109 0.254
H 2.434 -2.958 4.068
H 1.325 -3.406 2.734
H 1.632 -5.197 1.273
H 2.589 -7.432 0.805
H 4.745 -8.209 2.071
H 5.851 -6.624 3.721
H 4.826 -4.235 4.213
H 0.833 2.633 3.005
H 2.867 2.670 2.762
H 0.629 3.846 1.287
H 2.891 3.083 0.387
H 2.261 1.525 -0.252
H 2.950 3.368 -1.869
H 1.968 5.497 -2.055
H 0.322 4.814 -1.925
H 1.232 5.195 -0.413
H 0.700 3.051 -3.069
O 3.244 -6.274 -1.367
H 3.752 -5.483 -1.590
H 3.381 -6.860 -2.122
O -6.947 4.659 -5.840
H -7.104 3.965 -6.499
H -7.598 4.478 -5.155
O -2.897 0.248 -7.534
H -3.270 -0.509 -7.059
H -3.363 1.012 -7.164
O -5.447 0.560 -9.291
H -4.802 0.125 -8.714
H -5.376 0.084 -10.125
O -4.362 -1.927 -6.162
H -5.164 -2.443 -6.308
H -4.125 -2.114 -5.246
O 0.868 -1.485 7.125
H 0.457 -2.229 7.588
H 0.423 -0.711 7.489
O -1.427 -3.050 8.137
H -2.115 -3.212 7.482
H -1.903 -3.023 8.975
O 5.318 -8.548 -1.854
H 4.814 -8.393 -1.045
H 6.021 -9.148 -1.582
O -6.306 0.120 8.041
H -6.683 0.610 7.303
H -5.491 -0.246 7.682
O 3.730 -8.254 5.363
H 3.898 -7.684 4.598
H 2.887 -8.679 5.158
O -0.105 4.586 4.252
H -0.113 4.363 5.190
H -1.041 4.679 4.026
O 2.095 -9.354 7.289
H 2.905 -8.841 7.157
H 2.187 -9.714 8.179
O -8.441 2.415 -6.157
H -8.829 2.067 -6.968
H -7.721 1.804 -5.961
O 4.674 -6.147 7.775
H 4.504 -6.805 7.089
H 4.004 -6.327 8.443
O 6.116 -4.978 -1.413
H 6.923 -4.465 -1.542
H 6.208 -5.340 -0.524
O 0.012 2.432 -7.998
H 0.150 2.966 -8.789
H -0.820 1.969 -8.168
O 3.291 4.688 -3.841
H 3.796 5.472 -4.079
H 3.409 4.104 -4.597
O -0.109 -9.933 8.969
H 0.061 -9.366 8.206
H -0.951 -10.358 8.764
O 5.256 5.003 -5.736
H 5.893 4.561 -5.161
H 5.326 4.526 -6.571
O -1.517 5.232 -7.988
H -1.908 4.884 -8.797
H -0.800 4.614 -7.789
O 3.107 6.796 -0.086
H 2.891 7.022 0.824
H 3.734 7.480 -0.348
O 0.800 0.029 -4.275
H 1.173 0.569 -3.564
H 0.622 -0.820 -3.857
O -1.037 4.949 -3.364
H -1.250 5.187 -4.277
H -1.530 5.590 -2.837
O 4.571 -0.018 3.731
H 3.749 -0.412 3.416
H 4.325 0.892 3.924
O 2.843 9.294 0.684
H 2.625 9.530 -0.231
H 2.357 9.935 1.215
O -5.767 3.569 -8.024
H -5.295 4.366 -8.292
H -5.624 2.954 -8.757
O 8.744 -5.295 -2.585
H 8.360 -5.595 -3.417
H 9.439 -5.936 -2.402
O -1.913 -3.837 1.050
H -2.220 -3.108 0.497
H -2.137 -3.564 1.947
O 3.711 9.465 -1.881
H 4.215 10.252 -2.120
H 3.815 8.880 -2.641
O -3.200 5.007 4.770
H -3.594 4.258 5.232
H -3.659 5.774 5.133
O -2.392 -10.190 10.975
H -1.581 -9.682 10.842
H -2.302 -10.548 11.865



No. 2
56
Properties=species:S:1:pos:R:3 method="wB97M-V/def2-TZVPD" homo_energy_ev=-8.67 de_lowest_kcal_mol=0.00 lumo_energy_ev=-0.68
Pd -0.001 -0.342 -0.357
O 0.811 4.472 0.138
C 0.613 3.291 -0.106
O 1.442 2.417 -0.489
C -0.843 2.801 0.005
C -1.817 3.759 0.269
C -3.144 3.394 0.363
C -3.470 2.061 0.184
C -2.455 1.162 -0.075
N -1.156 1.510 -0.161
C -2.813 -0.282 -0.306
O -3.953 -0.681 -0.188
O -1.833 -1.033 -0.714
H -1.474 4.776 0.391
H -3.909 4.130 0.568
H -4.479 1.680 0.236
I 2.418 0.328 0.010
C 3.611 -1.424 0.293
C 4.880 -1.029 0.637
C 5.932 -1.951 0.793
C 5.689 -3.270 0.577
C 4.395 -3.718 0.221
C 4.201 -5.102 0.008
C 2.979 -5.594 -0.329
C 1.899 -4.706 -0.448
C 2.030 -3.351 -0.250
P 0.412 -2.506 -0.296
C -0.380 -3.232 -1.756
C -1.298 -4.273 -1.697
C -1.846 -4.778 -2.868
C -1.479 -4.247 -4.094
C -0.562 -3.207 -4.155
C -0.017 -2.697 -2.990
C -0.378 -3.115 1.223
C -1.767 -3.171 1.370
C -2.314 -3.566 2.580
C -1.495 -3.886 3.653
C -0.118 -3.816 3.517
C 0.440 -3.437 2.307
C 3.310 -2.800 0.082
H 5.093 0.023 0.785
H 6.918 -1.601 1.066
H 6.477 -4.006 0.673
H 5.053 -5.761 0.120
H 2.827 -6.652 -0.494
H 0.930 -5.118 -0.692
H -1.594 -4.690 -0.743
H -2.567 -5.583 -2.818
H -1.914 -4.639 -5.004
H -0.278 -2.786 -5.110
H 0.687 -1.873 -3.037
H -2.415 -2.890 0.554
H -3.390 -3.610 2.683
H -1.931 -4.187 4.597
H 0.526 -4.057 4.352
H 1.517 -3.391 2.211



No. 3
61
Properties=species:S:1:pos:R:3 method="wB97M-V/def2-TZVPD" homo_energy_ev=-5.41 de_lowest_kcal_mol=12.03 lumo_energy_ev=2.22 total_charge=-1
Mg 1.411 0.467 0.845
C 0.171 -6.410 5.051
C 0.060 -5.155 4.218
C 1.142 -4.284 4.087
C 1.035 -3.122 3.339
C -0.174 -2.818 2.722
C -1.258 -3.677 2.826
C -1.135 -4.838 3.577
S -0.279 -1.393 1.682
O 0.066 -0.215 2.493
O -1.575 -1.434 1.062
N 0.961 -1.487 0.715
C 1.023 -2.045 -0.575
C 0.318 -3.112 -1.064
C 0.572 -3.604 -2.368
C 1.523 -3.048 -3.171
C 2.261 -1.931 -2.705
C 3.274 -1.292 -3.454
C 3.917 -0.203 -2.946
C 3.539 0.285 -1.678
N 2.623 -0.289 -0.942
C 1.993 -1.412 -1.428
H 1.203 -6.594 5.353
H -0.187 -7.283 4.500
H -0.434 -6.325 5.959
H 2.084 -4.523 4.569
H 1.887 -2.460 3.217
H -2.181 -3.426 2.313
H -1.980 -5.515 3.663
H -0.439 -3.572 -0.443
H 0.001 -4.451 -2.728
H 1.717 -3.443 -4.164
H 3.538 -1.682 -4.431
H 4.704 0.293 -3.497
H 4.001 1.177 -1.265
C -6.009 7.957 -3.100
C -5.184 6.762 -2.666
O -5.172 6.345 -1.541
S -4.227 6.073 -4.021
C -3.140 4.948 -3.197
C -3.616 3.766 -2.637
C -2.753 2.929 -1.947
C -1.394 3.246 -1.808
C -0.926 4.420 -2.413
C -1.789 5.267 -3.092
C -0.513 2.410 -1.037
C 0.241 1.715 -0.363
H -6.932 7.995 -2.525
H -6.222 7.929 -4.171
H -5.429 8.859 -2.888
H -4.665 3.516 -2.730
H -3.118 2.015 -1.495
H 0.125 4.663 -2.325
H -1.421 6.184 -3.535
O 2.548 1.639 1.871
N 3.124 1.528 3.010
C 3.758 0.418 3.262
C 3.892 -0.687 2.335
N 4.034 -1.558 1.596
C 4.426 0.306 4.542
N 4.983 0.181 5.541



No. 4
64
Properties=species:S:1:pos:R:3 method="wB97M-V/def2-TZVPD" homo_energy_ev="-10.46 / -10.50" de_lowest_kcal_mol=8.38 lumo_energy_ev="-5.65 / -3.83" total_charge=+1
Ce -0.091 -0.094 -0.532
C 0.986 4.910 -3.063
C -0.426 4.773 -2.503
N -0.419 4.307 -1.121
C -0.711 3.078 -0.675
S -1.563 1.980 -1.724
N -0.413 2.890 0.607
N -0.562 1.647 1.099
C -0.419 1.454 2.374
C -0.188 2.568 3.342
C -0.410 0.055 2.810
C -0.157 -0.310 4.128
C -0.051 -1.651 4.457
C -0.237 -2.608 3.470
C -0.539 -2.169 2.196
N -0.608 -0.881 1.858
H 0.943 5.176 -4.119
H 1.532 3.972 -2.969
H 1.538 5.686 -2.530
H -1.008 4.072 -3.092
H -0.932 5.739 -2.531
H 0.105 4.861 -0.458
H -0.247 3.511 2.809
H 0.800 2.479 3.798
H -0.933 2.555 4.139
H -0.025 0.454 4.881
H 0.175 -1.949 5.472
H -0.152 -3.664 3.677
H -0.733 -2.873 1.394
F 6.540 0.076 2.175
C 5.567 0.344 1.322
C 4.248 0.113 1.662
F 3.924 -0.382 2.856
C 3.263 0.404 0.743
F 1.967 0.150 1.112
C 3.489 0.931 -0.521
S 2.215 1.327 -1.617
C 4.837 1.154 -0.824
F 5.161 1.663 -2.006
C 5.851 0.865 0.067
F 7.113 1.083 -0.268
S -3.252 -3.516 -2.237
C -4.274 -2.210 -1.715
C -5.643 -2.047 -1.887
C -6.229 -0.912 -1.362
C -5.474 0.034 -0.665
C -4.116 -0.127 -0.491
C -3.503 -1.254 -1.041
N -2.154 -1.571 -0.966
C -1.876 -2.718 -1.530
C -0.526 -3.273 -1.555
C -0.325 -4.605 -1.911
C 0.949 -5.142 -1.873
C 2.015 -4.338 -1.491
C 1.806 -3.004 -1.171
C 0.542 -2.413 -1.193
H -6.226 -2.787 -2.417
H -7.292 -0.757 -1.486
H -5.964 0.908 -0.258
H -3.519 0.592 0.053
H -1.167 -5.219 -2.205
H 1.114 -6.178 -2.137
H 3.014 -4.751 -1.449
H 2.672 -2.402 -0.908



Copy entry 3 word for word.
61
Properties=species:S:1:pos:R:3 method="wB97M-V/def2-TZVPD" homo_energy_ev=-5.41 de_lowest_kcal_mol=12.03 lumo_energy_ev=2.22 total_charge=-1
Mg 1.411 0.467 0.845
C 0.171 -6.410 5.051
C 0.060 -5.155 4.218
C 1.142 -4.284 4.087
C 1.035 -3.122 3.339
C -0.174 -2.818 2.722
C -1.258 -3.677 2.826
C -1.135 -4.838 3.577
S -0.279 -1.393 1.682
O 0.066 -0.215 2.493
O -1.575 -1.434 1.062
N 0.961 -1.487 0.715
C 1.023 -2.045 -0.575
C 0.318 -3.112 -1.064
C 0.572 -3.604 -2.368
C 1.523 -3.048 -3.171
C 2.261 -1.931 -2.705
C 3.274 -1.292 -3.454
C 3.917 -0.203 -2.946
C 3.539 0.285 -1.678
N 2.623 -0.289 -0.942
C 1.993 -1.412 -1.428
H 1.203 -6.594 5.353
H -0.187 -7.283 4.500
H -0.434 -6.325 5.959
H 2.084 -4.523 4.569
H 1.887 -2.460 3.217
H -2.181 -3.426 2.313
H -1.980 -5.515 3.663
H -0.439 -3.572 -0.443
H 0.001 -4.451 -2.728
H 1.717 -3.443 -4.164
H 3.538 -1.682 -4.431
H 4.704 0.293 -3.497
H 4.001 1.177 -1.265
C -6.009 7.957 -3.100
C -5.184 6.762 -2.666
O -5.172 6.345 -1.541
S -4.227 6.073 -4.021
C -3.140 4.948 -3.197
C -3.616 3.766 -2.637
C -2.753 2.929 -1.947
C -1.394 3.246 -1.808
C -0.926 4.420 -2.413
C -1.789 5.267 -3.092
C -0.513 2.410 -1.037
C 0.241 1.715 -0.363
H -6.932 7.995 -2.525
H -6.222 7.929 -4.171
H -5.429 8.859 -2.888
H -4.665 3.516 -2.730
H -3.118 2.015 -1.495
H 0.125 4.663 -2.325
H -1.421 6.184 -3.535
O 2.548 1.639 1.871
N 3.124 1.528 3.010
C 3.758 0.418 3.262
C 3.892 -0.687 2.335
N 4.034 -1.558 1.596
C 4.426 0.306 4.542
N 4.983 0.181 5.541